Density functional theory data (ωB97M-V/def2-TZVPD) for C28H21AsCoF6SSb as an isolated structure.

Geometry as XYZ:
```
59
Properties=species:S:1:pos:R:3:forces:R:3:mulliken_spin:R:1
Co -0.003 0.218 0.212 -0.28 -0.09 -0.05 0.03
S -0.593 -1.482 -1.071 0.00 0.10 -0.02 0.62
C -2.011 -0.914 -1.838 -0.02 -0.03 -0.05 0.02
C -2.951 -1.850 -2.318 0.01 -0.01 0.02 0.13
C -4.134 -1.401 -2.865 0.00 0.01 -0.01 -0.04
C -4.383 -0.033 -2.972 0.01 -0.01 -0.01 0.15
C -3.437 0.904 -2.552 0.00 0.01 0.00 -0.03
C -2.254 0.469 -1.998 0.00 0.04 -0.01 0.09
As -0.788 1.615 -1.492 0.16 -0.29 0.18 0.00
C -1.554 3.337 -1.160 -0.05 0.04 -0.02 0.00
C -1.764 4.198 -2.238 0.02 -0.03 -0.01 0.00
C -2.402 5.410 -2.026 0.00 0.00 0.00 0.00
C -2.830 5.758 -0.752 -0.01 0.02 0.01 0.00
C -2.632 4.892 0.313 -0.01 0.00 0.01 0.00
C -1.995 3.677 0.115 0.00 0.04 -0.10 0.00
C 0.271 1.772 -3.085 0.05 0.05 0.00 0.00
C 0.321 0.729 -4.002 -0.02 0.02 0.01 0.02
C 1.150 0.831 -5.109 0.00 0.00 -0.01 0.00
C 1.925 1.966 -5.297 0.00 -0.01 -0.01 0.00
C 1.872 3.007 -4.381 -0.01 0.00 0.02 0.00
C 1.048 2.913 -3.270 0.02 -0.04 -0.02 0.00
H -2.746 -2.908 -2.219 -0.01 0.00 0.00 0.00
H -4.872 -2.112 -3.209 0.00 0.00 0.00 0.00
H -5.314 0.309 -3.402 0.00 0.00 0.00 0.00
H -3.632 1.962 -2.669 0.01 0.00 0.01 0.01
H -1.434 3.930 -3.233 0.00 0.01 -0.01 0.00
H -2.565 6.083 -2.858 0.01 -0.01 0.00 0.00
H -3.324 6.707 -0.591 0.00 0.00 0.00 0.00
H -2.972 5.159 1.305 0.01 0.00 0.00 0.00
H -1.857 3.010 0.947 0.06 -0.13 0.19 0.00
H -0.281 -0.160 -3.870 -0.01 -0.01 0.00 0.00
H 1.189 0.021 -5.826 0.00 0.00 0.00 0.00
H 2.571 2.040 -6.161 0.00 0.00 0.00 0.00
H 2.475 3.894 -4.528 0.00 0.00 0.00 0.00
H 1.016 3.727 -2.556 0.00 0.01 0.01 0.00
C 3.926 -3.447 0.474 0.03 0.01 -0.01 0.00
C 2.573 -3.352 0.857 -0.04 -0.01 0.02 0.00
C 1.865 -2.208 0.629 0.04 0.00 -0.02 0.02
C 2.468 -1.090 -0.005 0.03 0.02 -0.02 0.00
C 1.802 0.137 -0.288 -0.01 0.32 -0.15 0.04
C 2.474 1.232 -0.739 0.07 -0.06 0.03 -0.02
C 3.856 1.149 -1.027 -0.03 0.01 0.00 0.00
C 4.513 -0.032 -0.858 0.02 0.00 0.00 0.00
C 3.849 -1.166 -0.333 -0.03 -0.02 0.01 0.00
C 4.548 -2.375 -0.096 -0.02 -0.01 0.02 0.00
H 4.472 -4.361 0.659 0.00 0.00 0.00 0.00
H 2.098 -4.187 1.355 0.00 0.00 0.00 0.00
H 0.847 -2.153 1.001 0.00 -0.01 0.03 -0.02
H 1.978 2.184 -0.868 -0.01 0.00 -0.02 0.00
H 4.378 2.026 -1.387 0.00 0.00 0.00 0.00
H 5.566 -0.114 -1.095 0.00 0.01 0.00 0.00
H 5.596 -2.423 -0.362 0.00 -0.01 0.00 0.00
F -1.350 -0.362 1.708 -0.01 0.12 -0.02 0.00
Sb -0.620 0.711 3.205 0.01 0.00 0.03 0.00
F 0.186 1.583 1.564 0.02 -0.02 0.03 -0.01
F -2.069 1.862 2.954 0.01 0.00 -0.06 0.00
F 0.258 1.898 4.320 0.02 0.00 -0.02 0.00
F -1.464 -0.346 4.467 -0.01 0.02 0.00 0.00
F 0.861 -0.423 3.020 -0.01 -0.01 0.00 0.00
```
Positions in Å, forces in eV/Å.

**Spin multiplicity**: 2
**HOMO energy (alpha / beta)**: -10.88 / -10.87 eV
**Relative energy (zero: lowest compared OMol25 entry of this formula, charge and spin)**: 24.2 kJ/mol
**Charge**: +1
**Gap between HOMO and LUMO (alpha / beta)**: 6.23 / 4.35 eV